# 1
{
  "formula": "C5H6OS2",
  "method": "ωB97M-V/def2-TZVPD",
  "e_lumo_ev": -0.57,
  "homo_lumo_gap_ev": 8.39,
  "max_force_ev_per_a": 6.64,
  "energy_ev": -28996.8536,
  "relative_energy_kcal_mol": 71.5,
  "symbols": ["C", "C", "C", "C", "C", "H", "H", "H", "H", "H", "H", "O", "S", "S"],
  "coordinates": [[-0.267, 1.953, -0.243], [0.527, 1.004, -0.934], [0.697, -0.383, -0.293], [-0.144, -1.805, 1.247], [-0.502, -1.207, -0.131], [-1.424, 1.687, -0.373], [0.023, 2.135, 0.893], [-0.017, 3.102, -0.777], [1.455, -0.718, -0.998], [-0.900, -1.785, 2.134], [0.117, -2.984, 0.996], [0.938, 1.300, -2.008], [1.189, -0.647, 1.396], [-1.691, -1.651, -0.910]],
  "mulliken_charge": [-0.91, 0.35, 0.22, -0.42, -0.07, 0.24, 0.31, 0.28, 0.47, 0.33, 0.24, -0.52, -0.15, -0.35]
}

---

# 2
{
  "formula": "C5H10BrO5PS",
  "method": "ωB97M-V/def2-TZVPD",
  "e_lumo_ev": 0.45,
  "homo_lumo_gap_ev": 10.93,
  "max_force_ev_per_a": 0.31,
  "energy_ev": -105750.4405,
  "smiles": "C[C@H](Br)C[C@@]1([PH2]=O)COS(=O)(=O)O1",
  "symbols": ["C", "C", "Br", "C", "C", "P", "O", "C", "O", "S", "O", "O", "O", "H", "H", "H", "H", "H", "H", "H", "H", "H", "H"],
  "coordinates": [[3.203, -0.024, 0.160], [1.753, -0.513, 0.130], [1.562, -2.083, -1.032], [0.792, 0.560, -0.362], [-0.699, 0.326, -0.050], [-1.421, 1.885, 0.647], [-0.581, 2.617, 1.612], [-1.545, -0.175, -1.248], [-2.146, -1.410, -0.867], [-1.969, -1.776, 0.668], [-1.372, -3.053, 0.783], [-3.167, -1.457, 1.362], [-0.884, -0.647, 0.997], [3.871, -0.706, -0.358], [3.295, 0.956, -0.309], [3.547, 0.063, 1.191], [1.438, -0.875, 1.104], [0.912, 0.651, -1.444], [1.096, 1.511, 0.085], [-2.664, 1.400, 1.095], [-1.757, 2.586, -0.533], [-0.920, -0.360, -2.119], [-2.343, 0.524, -1.514]],
  "mulliken_charge": [-1.22, 0.16, -0.15, -1.90, 1.13, 0.36, -0.63, -0.55, -0.31, 1.15, -0.52, -0.55, -0.34, 0.37, 0.34, 0.30, 0.48, 0.43, 0.57, 0.09, 0.07, 0.35, 0.35]
}

---

# 3
{
  "formula": "C2H2ClO2S",
  "method": "ωB97M-V/def2-TZVPD",
  "e_lumo_ev": 3.20,
  "homo_lumo_gap_ev": 5.55,
  "max_force_ev_per_a": 2.84,
  "charge": -1,
  "energy_ev": -29558.7549,
  "relative_energy_kcal_mol": 37.4,
  "symbols": ["C", "C", "O", "O", "S", "Cl", "H", "H"],
  "coordinates": [[1.130, 1.094, -0.793], [1.946, 1.279, 0.188], [2.910, 1.401, 0.844], [-3.689, -2.574, 0.825], [-2.775, -1.664, 0.075], [-0.822, -1.733, 1.230], [0.240, 0.442, -0.752], [1.059, 1.754, -1.615]],
  "mulliken_charge": [-0.84, 0.76, -0.40, -0.54, 0.02, -0.47, 0.21, 0.26]
}

---

# 4
{
  "formula": "C18H31ClN4O",
  "method": "ωB97M-V/def2-TZVPD",
  "e_lumo_ev": 0.65,
  "homo_lumo_gap_ev": 8.64,
  "max_force_ev_per_a": 0.82,
  "energy_ev": -39699.2717,
  "smiles": "Cc1nn(C)c(Cl)c1CN1CCN(C2CCCCC2)[C@@H](CCO)C1",
  "relative_energy_kcal_mol": 1.1,
  "symbols": ["C", "C", "N", "N", "C", "C", "C", "N", "C", "H", "C", "N", "C", "C", "H", "H", "H", "H", "C", "H", "C", "C", "C", "C", "C", "H", "H", "H", "H", "H", "H", "H", "H", "H", "H", "C", "H", "H", "C", "O", "H", "H", "H", "H", "H", "H", "H", "Cl", "C", "H", "H", "H", "H", "H", "H"],
  "coordinates": [[-4.434, -2.326, 1.220], [-4.513, -1.028, 0.505], [-5.573, -0.241, 0.569], [-5.309, 0.832, -0.176], [-4.074, 0.740, -0.719], [-3.514, -0.455, -0.314], [-2.164, -1.001, -0.633], [-1.382, -1.163, 0.585], [-0.167, -1.927, 0.411], [-0.413, -2.826, -0.154], [0.984, -1.163, -0.281], [1.255, 0.021, 0.538], [0.062, 0.852, 0.579], [-1.072, 0.082, 1.259], [-1.972, 0.697, 1.307], [-0.764, -0.169, 2.278], [0.268, 1.750, 1.158], [-0.260, 1.161, -0.431], [2.487, 0.752, 0.263], [3.286, 0.006, 0.236], [2.841, 1.700, 1.414], [4.241, 2.269, 1.199], [4.305, 3.027, -0.125], [3.909, 2.119, -1.285], [2.519, 1.531, -1.061], [1.785, 2.339, -1.030], [2.260, 0.869, -1.890], [3.927, 2.682, -2.220], [4.635, 1.306, -1.372], [5.314, 3.414, -0.284], [3.623, 3.880, -0.085], [4.498, 2.939, 2.022], [4.970, 1.456, 1.188], [2.788, 1.153, 2.357], [2.135, 2.530, 1.463], [2.204, -2.077, -0.431], [2.600, -2.305, 0.562], [2.977, -1.564, -1.005], [1.914, -3.379, -1.185], [3.101, -4.003, -1.618], [3.649, -4.190, -0.848], [1.352, -3.168, -2.098], [1.333, -4.074, -0.565], [0.649, -0.873, -1.297], [0.177, -2.218, 1.408], [-1.687, -0.348, -1.381], [-2.276, -1.997, -1.076], [-3.449, 1.975, -1.720], [-6.263, 1.891, -0.328], [-5.846, 2.836, 0.027], [-7.135, 1.628, 0.265], [-6.550, 2.002, -1.376], [-5.258, -2.407, 1.922], [-4.490, -3.150, 0.510], [-3.483, -2.393, 1.744]],
  "mulliken_charge": [-1.11, 0.39, -1.05, 0.76, -0.35, 0.40, -0.65, 0.42, -1.92, 0.56, 1.20, 0.33, -0.19, -1.65, 0.48, 0.37, 0.52, 0.26, -0.49, 0.32, -0.93, -0.78, -0.67, -0.78, -0.50, 0.31, 0.35, 0.37, 0.34, 0.35, 0.32, 0.38, 0.36, 0.36, 0.35, -0.96, 0.43, 0.36, -0.67, -0.56, 0.33, 0.33, 0.30, 0.12, 0.25, 0.41, 0.54, -0.21, -0.88, 0.30, 0.31, 0.30, 0.37, 0.26, 0.26]
}

---

# 5
{
  "formula": "C22H31N5O4",
  "method": "ωB97M-V/def2-TZVPD",
  "e_lumo_ev": 0.67,
  "homo_lumo_gap_ev": 8.84,
  "max_force_ev_per_a": 0.83,
  "energy_ev": -38958.0507,
  "smiles": "COc1cccc(CN2CCNC(=O)[C@H]2CC(=O)NCCn2nc(C)cc2C)c1OC",
  "relative_energy_kcal_mol": 43.0,
  "symbols": ["C", "H", "O", "C", "C", "C", "C", "C", "C", "O", "C", "H", "H", "H", "C", "N", "C", "C", "N", "C", "O", "C", "C", "C", "O", "N", "C", "H", "H", "C", "N", "C", "C", "C", "N", "C", "H", "H", "H", "H", "C", "H", "H", "H", "H", "H", "H", "H", "H", "H", "H", "H", "H", "H", "H", "H", "H", "H", "H", "H", "H", "H"],
  "coordinates": [[6.841, -0.981, -1.619], [7.207, -0.871, -2.639], [5.646, -0.245, -1.569], [4.947, -0.198, -0.387], [5.374, -0.834, 0.772], [4.658, -0.724, 1.951], [3.498, 0.023, 1.985], [3.040, 0.654, 0.839], [3.753, 0.546, -0.361], [3.225, 1.241, -1.410], [3.460, 0.824, -2.735], [3.341, -0.257, -2.844], [4.454, 1.111, -3.085], [2.703, 1.331, -3.334], [1.759, 1.445, 0.844], [0.775, 0.788, -0.002], [0.287, -0.469, 0.510], [-0.257, -1.248, -0.681], [-1.251, -0.443, -1.347], [-1.328, 0.896, -1.305], [-2.232, 1.494, -1.863], [-0.254, 1.648, -0.525], [-0.974, 2.582, 0.494], [-1.702, 1.847, 1.602], [-1.226, 1.674, 2.711], [-2.949, 1.447, 1.275], [-3.779, 0.713, 2.199], [-3.534, 1.053, 3.208], [-4.822, 0.931, 1.969], [-3.543, -0.799, 2.125], [-3.796, -1.287, 0.794], [-3.526, -2.523, 0.315], [-3.888, -2.506, -1.017], [-4.375, -1.208, -1.256], [-4.309, -0.492, -0.146], [-4.864, -0.619, -2.530], [-4.760, -1.334, -3.343], [-5.911, -0.335, -2.440], [-4.292, 0.280, -2.755], [-3.821, -3.315, -1.717], [-2.961, -3.604, 1.162], [-2.789, -4.492, 0.560], [-2.017, -3.296, 1.615], [-3.649, -3.859, 1.969], [-4.201, -1.306, 2.841], [-2.505, -1.018, 2.398], [-3.263, 1.458, 0.314], [-1.688, 3.179, -0.074], [-0.237, 3.240, 0.954], [0.231, 2.316, -1.252], [-1.979, -0.911, -1.871], [0.569, -1.471, -1.369], [-0.717, -2.189, -0.368], [-0.499, -0.344, 1.271], [1.121, -1.010, 0.959], [1.399, 1.567, 1.875], [1.956, 2.428, 0.411], [2.937, 0.121, 2.902], [5.016, -1.221, 2.840], [6.283, -1.413, 0.768], [7.589, -0.585, -0.924], [6.674, -2.042, -1.409]],
  "mulliken_charge": [-0.98, 0.25, -0.37, 1.10, -0.38, -1.15, -0.26, -0.01, 0.17, -0.42, -0.93, 0.34, 0.29, 0.30, -1.16, 0.54, -0.43, -0.84, 0.04, -0.57, -0.69, 0.46, -1.14, 0.30, -0.67, 0.01, -1.11, 0.47, 0.39, -0.54, 0.91, 0.77, -1.09, 0.53, -0.66, -1.32, 0.31, 0.37, 0.23, 0.38, -1.50, 0.37, 0.31, 0.39, 0.36, 0.36, 0.31, 0.63, 0.49, 0.38, 0.28, 0.38, 0.34, -0.01, 0.52, 0.41, 0.55, 0.43, 0.38, 0.41, 0.38, 0.37]
}

---

# 6
{
  "formula": "C3H11N3S",
  "method": "ωB97M-V/def2-TZVPD",
  "e_lumo_ev": -3.44,
  "homo_lumo_gap_ev": 3.66,
  "max_force_ev_per_a": 3.69,
  "energy_ev": -18588.6596,
  "relative_energy_kcal_mol": 153.6,
  "symbols": ["N", "C", "N", "H", "H", "H", "H", "H", "C", "C", "S", "N", "H", "H", "H", "H", "H", "H"],
  "coordinates": [[1.974, 2.591, 1.099], [1.357, 1.848, 0.066], [1.947, 0.614, -0.248], [0.676, 1.810, 1.009], [1.488, 3.495, 1.151], [1.103, 2.435, -0.820], [1.480, -0.112, 0.312], [2.947, 0.581, -0.091], [-1.926, -0.770, -1.159], [-0.487, -1.311, -0.983], [-0.157, -1.713, 0.733], [-2.170, 0.310, -0.185], [-2.642, -1.576, -1.005], [-2.009, -0.328, -2.157], [0.189, -0.564, -1.403], [-0.398, -2.229, -1.567], [-1.730, 0.037, 0.689], [-3.158, 0.468, -0.047]],
  "mulliken_charge": [-0.58, 0.24, -0.42, 0.21, 0.33, 0.37, 0.01, 0.26, -0.48, -0.54, -0.46, -0.52, 0.29, 0.29, 0.27, 0.32, 0.19, 0.21]
}